Formula: C47H38Br2N6NaO5PS2
Source: the OMol25 dataset
Level of theory: wB97M-V/def2-TZVPD

E: -8966.68147 Ha
Net charge: -2
HOMO level: -0.0845 hartree
ΔE to the lowest compared entry with this formula, charge and spin: 0.178 eV
Kohn-Sham gap: 5.78 eV

Each line ends with the Mulliken charge.
Atoms and positions in Å:
Br -3.327 -6.778 2.905  -0.260
Br 8.272 0.262 -4.050  -0.233
S -1.185 -0.200 -2.934  1.290
S -8.735 0.401 3.767  -0.167
P -0.748 3.283 1.362  0.649
Na -0.091 -0.441 -0.176  0.572
O -0.701 1.039 -3.502  -0.819
O 1.370 0.042 1.602  -0.353
O -2.049 -0.066 -1.781  -0.485
O -9.512 2.130 5.516  -0.595
O 0.675 -3.312 -3.383  -0.700
N -0.021 -1.244 -2.617  -0.073
N 5.618 3.466 1.557  -0.408
N 0.669 -3.143 0.116  0.446
N 6.493 3.699 0.649  -0.874
N 1.680 1.472 -0.691  1.229
N 2.712 -1.552 -1.002  0.467
C -5.356 0.353 1.547  -0.486
C 2.887 3.075 -1.972  -1.227
C -0.712 -3.683 2.009  -0.218
C -0.894 2.282 2.893  -0.864
C 2.700 -2.874 -1.161  0.630
C 6.591 1.467 -0.442  -0.046
C 3.787 3.262 -0.953  -0.621
C 2.551 1.655 0.318  -0.167
C 1.672 -3.663 -0.447  -0.871
C -1.999 -0.814 1.405  -0.040
C 3.610 -0.863 -1.696  0.024
C -4.476 -0.465 2.283  0.325
C 7.052 0.700 -1.498  -0.391
C -2.075 -5.646 2.015  0.139
C 1.847 2.155 -1.808  -0.717
C 4.523 -1.446 -2.569  -1.166
C 4.474 2.746 1.420  0.055
C 4.513 -2.822 -2.712  -0.724
C -6.262 -0.790 3.905  -0.008
C 7.610 1.319 -2.608  0.015
C -0.074 -2.339 -3.409  0.204
C -0.766 -5.135 0.087  0.087
C 7.267 3.455 -1.601  -0.117
C -2.294 2.759 0.517  -0.919
C -1.236 -2.275 -4.390  0.044
C -1.608 -4.513 2.661  -0.463
C 2.956 1.349 2.747  -1.211
C 3.979 2.240 2.650  -0.231
C -1.334 4.905 2.026  -1.288
C 2.234 0.918 1.578  0.002
C 3.657 2.528 0.240  1.101
C -3.445 -1.771 -5.963  -0.461
C -3.085 -0.838 -4.997  -0.638
C -2.706 -2.941 -6.138  -0.462
C 6.696 2.868 -0.468  -0.307
C -7.108 0.044 3.177  -0.474
C -0.260 -4.010 0.734  -0.391
C -7.158 2.312 5.189  -0.878
C -1.680 -5.961 0.729  -0.722
C -3.149 -0.690 1.839  -0.713
C -4.972 -1.036 3.470  -0.738
C 7.712 2.696 -2.670  -0.554
C -1.591 -3.204 -5.351  -0.520
C -6.644 0.597 1.983  -0.191
C 3.589 -3.553 -1.986  -0.732
C -1.975 -1.123 -4.226  0.008
C -8.529 1.733 4.934  0.634
H 7.380 4.534 -1.613  0.426
H -6.742 1.817 6.069  0.234
H -1.476 5.612 1.205  0.373
H 5.219 -0.824 -3.115  0.656
H -2.089 -6.828 0.228  0.401
H 5.204 -3.315 -3.387  0.401
H 3.609 0.215 -1.552  0.240
H 2.966 3.638 -2.893  0.422
H 6.974 -0.379 -1.456  0.677
H 1.837 -4.746 -0.439  0.428
H -0.089 2.550 3.582  0.354
H -3.652 0.074 -4.853  0.456
H -0.475 -5.338 -0.936  0.490
H 3.522 -4.630 -2.077  0.412
H -0.582 5.321 2.700  0.371
H -3.168 2.902 1.163  0.277
H -1.966 -4.259 3.650  0.391
H -6.620 -1.237 4.826  0.407
H 8.150 3.171 -3.538  0.388
H -1.002 -4.106 -5.466  0.488
H -7.286 3.368 5.421  0.330
H -2.280 4.800 2.569  0.320
H -0.792 1.225 2.643  -0.044
H -1.862 2.434 3.381  0.413
H -2.427 3.326 -0.406  0.430
H 1.121 1.978 -2.593  0.488
H 2.648 0.929 3.697  0.448
H 4.577 3.992 -1.056  0.635
H -7.301 1.236 1.403  0.381
H 4.526 2.554 3.534  0.405
H 6.154 0.976 0.418  0.301
H -3.011 -3.652 -6.898  0.366
H -4.313 -1.591 -6.586  0.372
H -4.994 0.789 0.624  0.490
H -0.382 -2.755 2.456  0.280
H -2.236 1.700 0.257  -0.042
H -4.315 -1.678 4.043  0.454
H -6.468 2.174 4.366  0.286



Formula: C47H38Cl2N4OPSTc
Source: the OMol25 dataset
Level of theory: wB97M-V/def2-TZVPD

E: -3847.82679 Ha
Net charge: +3
HOMO level (spin up / spin down): -0.5783 / -0.5772 hartree
ΔE to the lowest compared entry with this formula, charge and spin: 0.764 eV
Multiplicity: 4
Kohn-Sham gap (spin up / spin down): 6.61 / 5.30 eV

Each line ends with the Mulliken charge.
Atoms and positions in Å:
Tc 0.058 0.487 0.417  0.706
Cl 1.757 5.663 -0.520  -0.148
Cl -1.028 2.079 -1.266  -0.116
S -2.550 1.456 2.146  0.389
P 1.047 -0.229 -1.803  2.776
O -1.006 1.459 1.843  -0.435
N -1.381 -0.985 0.083  1.579
N 0.053 -9.735 1.855  -0.414
N 1.652 1.893 0.797  0.865
N 0.871 -0.798 1.779  1.508
C -4.361 7.194 2.367  -1.472
C 2.040 -1.575 3.571  -1.875
C -1.139 0.015 -5.265  -0.836
C 2.230 4.085 -0.054  -0.424
C -2.000 1.685 -3.754  -0.547
C 1.929 -4.637 -2.692  -0.886
C 0.934 -5.097 0.898  -0.363
C 1.626 -0.445 2.829  -1.003
C -2.520 -0.850 -0.612  -0.888
C 4.029 2.378 0.426  -0.715
C -3.005 3.140 2.219  0.818
C 2.761 -2.411 -2.302  -0.782
C -2.747 5.369 3.029  -0.958
C 0.386 -2.849 -2.250  -0.366
C 1.000 -6.472 1.035  -0.943
C 4.460 1.796 -1.006  -0.299
C -2.017 1.055 -4.993  -0.741
C -2.307 4.062 2.995  -0.523
C -2.572 0.963 3.861  -1.217
C -0.074 -7.163 1.596  0.560
C 2.993 -3.751 -2.582  -0.822
C 2.273 2.117 -2.904  -0.961
C 2.887 1.563 0.904  -0.785
C -1.093 1.231 -2.821  0.851
C -3.882 5.774 2.313  0.823
C -0.200 0.194 -3.047  -0.721
C 4.118 3.177 -1.646  -0.046
C -4.558 4.828 1.540  -0.751
C -3.166 -2.094 -0.812  -1.812
C -2.372 -3.036 -0.220  -0.203
C 3.664 3.728 -0.246  -0.306
C -1.263 -2.352 0.369  -1.092
C 1.456 -1.957 -2.124  0.099
C 0.721 -2.187 1.837  -0.957
C -0.209 -4.405 1.302  0.174
C -1.279 -5.100 1.863  -0.262
C -1.211 -6.474 2.017  -0.912
C 1.488 -2.664 2.950  -0.540
C 3.087 3.156 -2.731  -1.390
C 1.340 3.254 0.468  -0.914
C 0.624 -4.183 -2.532  -0.865
C -0.235 -0.411 -4.303  -0.557
C -0.241 -2.933 1.137  1.896
C 2.442 0.880 -2.115  1.428
C -0.003 -8.592 1.744  -0.334
C -4.124 3.516 1.482  -0.465
C 3.532 0.680 -1.366  -1.574
H 3.596 -1.725 -2.275  0.627
H -1.154 -0.465 -6.235  0.498
H 3.666 -0.256 -0.830  0.479
H 2.113 -5.677 -2.928  0.491
H -2.864 0.114 -0.957  0.709
H -0.208 -4.866 -2.648  0.500
H -2.528 -4.105 -0.182  0.803
H 1.529 2.128 -3.691  0.545
H -2.031 -7.017 2.469  0.514
H 0.453 -1.217 -4.527  0.585
H -4.099 -2.237 -1.338  0.554
H -3.605 1.024 4.208  0.495
H 0.332 3.564 0.703  0.637
H -0.634 -2.496 -2.180  0.624
H 1.822 0.595 3.061  0.873
H 1.547 -3.700 3.251  0.683
H -5.432 7.234 2.566  0.391
H 4.006 -4.097 -2.738  0.502
H -1.935 1.628 4.441  0.376
H 2.656 -1.549 4.457  0.512
H 3.008 4.022 -3.379  0.492
H -3.844 7.766 3.134  0.366
H -2.218 -0.068 3.914  0.399
H -2.669 2.507 -3.534  0.577
H -2.156 -4.566 2.211  0.605
H -1.431 3.765 3.560  0.311
H -2.217 6.096 3.633  0.370
H 1.766 -4.557 0.458  0.634
H 5.505 1.494 -1.046  0.510
H 4.854 2.392 1.137  0.540
H -4.664 2.786 0.887  0.467
H -2.718 1.388 -5.748  0.467
H 4.259 4.573 0.095  0.695
H -4.194 7.685 1.406  0.338
H 1.879 -7.018 0.717  0.535
H 5.014 3.696 -1.978  0.580
H 3.120 0.546 1.216  1.019
H -5.440 5.125 0.986  0.440



Formula: C47H38Cl2NO5OsP2S
Source: the OMol25 dataset
Level of theory: wB97M-V/def2-TZVPD

E: -4336.72044 Ha
HOMO level (spin up / spin down): -0.2003 / -0.2770 hartree
ΔE to the lowest compared entry with this formula, charge and spin: 0.000 eV
Multiplicity: 6
Kohn-Sham gap (spin up / spin down): 5.66 / 5.11 eV

Each line ends with the Mulliken charge.
Atoms and positions in Å:
Os -0.851 -0.446 1.007  2.279
Cl 6.167 -1.854 -4.088  -0.239
Cl 1.563 1.281 -5.954  -0.240
S -3.097 0.142 2.688  -0.318
P 0.086 0.440 3.023  0.917
P -1.858 -2.000 -0.506  1.307
O 1.274 -1.722 0.485  -0.654
O -1.509 3.720 -1.582  -0.559
O -1.407 1.385 0.101  -0.445
O 0.537 -0.151 -0.886  -0.626
O 0.443 2.311 0.955  -0.532
N -1.075 -2.086 2.237  1.079
C 4.054 0.573 1.999  -0.735
C 2.579 0.118 4.295  -0.216
C 0.586 3.579 -2.801  1.329
C -2.304 -3.411 0.611  -1.451
C -1.608 -3.275 1.906  0.521
C -3.952 -0.382 -1.271  -0.131
C 1.913 0.397 3.098  0.015
C -5.756 -1.072 -2.713  -0.547
C 4.598 -2.432 -1.961  -0.813
C -0.717 -2.207 -3.023  -0.548
C 2.798 -0.383 -2.522  -0.044
C -0.450 2.000 3.762  0.866
C 3.965 0.064 4.345  -0.881
C -0.635 1.616 -4.398  -0.544
C -2.036 3.810 4.100  -1.107
C 1.064 -4.218 -2.309  -0.922
C 1.400 -1.018 -0.548  1.184
C -1.050 4.612 4.617  -0.675
C 4.706 0.288 3.191  -0.717
C -2.939 1.763 3.202  -0.593
C 2.667 0.636 1.952  -0.103
C 1.089 -3.690 -3.593  -0.464
C -4.010 -2.627 -2.167  -0.334
C -1.799 2.478 3.654  0.859
C 0.154 -3.736 -1.379  -0.428
C -5.194 -2.342 -2.824  -0.705
C -0.748 -2.736 -1.735  0.315
C -0.743 -2.137 3.541  0.397
C 0.258 4.127 4.726  -1.051
C -0.722 3.162 -2.554  0.306
C 4.785 -1.600 -3.055  0.191
C -1.318 2.193 -3.342  -0.498
C -3.384 -1.644 -1.395  0.364
C 0.671 2.007 -4.638  0.242
C 1.251 4.663 -1.990  -1.840
C 3.899 -0.573 -3.345  -0.605
C -0.995 -3.485 4.054  -1.246
C 2.595 -1.209 -1.422  -0.100
C 1.273 2.975 -3.856  -0.723
C -5.141 -0.099 -1.940  -0.837
C -0.335 -0.913 4.239  -0.970
C -1.531 -4.185 3.043  -1.348
C -0.999 3.723 -0.255  -1.239
C 0.534 2.845 4.287  -0.531
C 0.201 -2.682 -3.949  -0.835
C -0.586 2.368 0.292  0.409
C 3.498 -2.227 -1.143  -0.594
H 2.077 0.402 -2.727  0.026
H 1.771 -4.988 -2.024  0.406
H -0.144 4.382 -0.157  0.346
H -5.584 0.884 -1.844  0.473
H 4.068 0.060 -4.207  0.441
H -3.052 4.184 4.029  0.352
H -1.104 0.868 -5.025  0.450
H -3.561 -3.611 -2.271  0.409
H 1.052 4.744 5.129  0.430
H -3.480 0.370 -0.644  0.195
H -1.286 5.620 4.938  0.395
H -1.808 4.102 0.368  0.293
H 5.788 0.243 3.225  0.395
H -5.678 -3.103 -3.425  0.423
H -1.391 -1.404 -3.289  0.351
H 4.463 -0.148 5.284  0.410
H -3.875 2.307 3.286  0.213
H -3.376 -3.323 0.800  0.581
H -2.126 -4.381 0.151  0.623
H 1.810 -4.057 -4.315  0.442
H 3.326 -2.854 -0.275  0.488
H 2.291 3.279 -4.073  0.395
H -0.814 -3.821 5.065  0.551
H 0.472 -1.129 4.936  0.515
H 2.025 -0.042 5.212  0.475
H 2.109 5.064 -2.529  0.498
H 1.608 4.286 -1.029  0.256
H -1.195 -0.559 4.814  0.556
H 0.185 -4.112 -0.362  0.205
H 2.171 0.895 1.029  0.377
H 0.559 5.483 -1.790  0.367
H 1.560 2.506 4.340  0.345
H -1.878 -5.208 3.063  0.530
H 0.235 -2.251 -4.943  0.409
H -2.332 1.901 -3.114  0.490
H -6.683 -0.848 -3.228  0.387
H 5.310 -3.223 -1.757  0.433
H 4.623 0.748 1.093  0.476



Formula: C47H38CoN4OP2S2Te
Source: the OMol25 dataset
Level of theory: wB97M-V/def2-TZVPD

E: -5237.86262 Ha
Net charge: -1
HOMO level (spin up / spin down): -0.1372 / -0.1532 hartree
ΔE to the lowest compared entry with this formula, charge and spin: 1.840 eV
Multiplicity: 5
Kohn-Sham gap (spin up / spin down): 6.02 / 5.82 eV

Each line ends with the Mulliken charge.
Atoms and positions in Å:
Te 0.561 2.877 2.856  0.463
Co -1.000 -0.060 -0.297  -0.202
S -5.735 0.271 -0.561  -0.218
S -2.938 1.242 0.037  -0.421
P 0.615 1.627 -0.203  1.142
P 0.243 -0.224 1.712  1.023
O 0.207 -1.674 -2.176  -0.287
N 4.962 5.059 3.393  -0.668
N -2.354 -1.639 -0.677  1.070
N 2.197 -1.154 -1.076  -0.158
N -3.702 -1.298 -0.586  -1.040
C -3.546 0.116 -3.375  0.166
C 2.575 5.075 3.650  -0.529
C -0.661 3.843 -1.282  -0.150
C 1.563 -1.474 1.985  -0.056
C 1.272 -0.881 -1.900  -0.443
C 1.509 -5.027 -1.554  -0.579
C 3.832 5.644 3.780  -0.314
C -5.126 -1.577 -4.893  -0.536
C -5.712 -0.704 -3.989  -0.496
C -2.610 -0.073 4.614  -0.691
C -0.781 5.179 -1.648  -0.675
C 1.222 -2.821 1.874  -0.604
C -3.745 -1.611 -5.033  -0.650
C -0.563 -0.625 5.743  -0.685
C -2.956 -0.762 -4.272  -0.582
C -1.924 -0.356 5.786  -0.484
C 3.703 0.253 -3.334  -0.418
C 0.487 3.391 -0.640  0.726
C 1.511 4.294 -0.357  -0.609
C 0.250 -2.972 -1.671  0.866
C -0.566 -0.322 3.351  0.321
C 3.835 -2.133 2.466  -0.670
C -3.289 -3.886 -0.469  -2.000
C 0.112 -0.609 4.533  -0.441
C 1.959 1.156 -1.316  -0.896
C -5.536 1.056 -2.194  -1.106
C 3.487 -3.469 2.343  -0.675
C -1.935 -0.058 3.401  -0.180
C 0.487 -5.596 -0.806  -1.061
C 2.455 3.804 3.095  0.222
C 1.360 0.494 -2.562  0.666
C 3.633 3.188 2.683  0.039
C 4.840 3.848 2.850  -0.522
C 0.241 6.069 -1.362  -0.532
C -0.649 -4.862 -0.546  -0.838
C 1.389 5.625 -0.713  -0.797
C 2.374 0.450 -3.662  -1.301
C -0.822 -3.530 -0.965  0.710
C 4.077 0.092 -2.013  -1.064
C -3.967 -0.060 -0.336  0.259
C 1.020 1.387 1.505  -0.696
C -2.157 -2.918 -0.698  0.780
C 3.003 0.116 -0.968  1.249
C 2.173 -3.813 2.050  -0.557
C 1.375 -3.726 -1.986  -0.635
C 2.876 -1.145 2.290  -0.024
C -4.929 0.149 -3.218  0.292
H 1.174 -0.820 4.505  0.395
H 0.393 0.883 -2.877  0.393
H -2.460 0.173 2.482  0.035
H 3.395 0.195 0.042  0.148
H -6.537 1.380 -2.483  0.542
H -0.024 -0.843 6.657  0.395
H -5.748 -2.238 -5.485  0.361
H 2.188 6.320 -0.482  0.426
H 3.931 6.635 4.214  0.354
H 2.160 -3.251 -2.556  0.467
H 0.147 7.113 -1.638  0.364
H -3.672 0.137 4.641  0.428
H -2.926 0.769 -2.767  0.526
H 0.565 -6.611 -0.439  0.415
H 3.598 2.212 2.219  0.334
H -2.449 -0.368 6.734  0.362
H -1.435 -5.343 0.015  0.295
H 2.404 3.949 0.152  0.492
H -6.789 -0.694 -3.866  0.381
H 1.702 5.633 3.969  0.336
H -3.285 -2.300 -5.732  0.412
H 4.237 -4.241 2.473  0.351
H 3.137 -0.097 2.361  0.440
H 5.109 -0.060 -1.729  0.475
H 4.858 -1.857 2.696  0.425
H -3.182 -4.356 0.512  0.374
H 2.403 -5.586 -1.795  0.431
H 0.203 -3.094 1.626  0.455
H 4.451 0.220 -4.119  0.429
H -1.470 3.148 -1.476  0.050
H 1.891 -4.853 1.943  0.435
H -3.285 -4.673 -1.225  0.412
H -1.680 5.522 -2.145  0.420
H -4.232 -3.354 -0.493  0.440
H 5.764 3.375 2.528  0.362
H -1.877 -0.787 -4.365  0.394
H 2.059 0.575 -4.689  0.461
H -4.920 1.946 -2.059  0.279



Which formula does entry 4 have? C47H38CoN4OP2S2Te